[1]
Entry from OMol25: an isolated molecule of C5H11NO at a distorted geometry (ωB97M-V with the def2-TZVPD basis set).

* SMILES string: N/C=C/CCCO
* E_HOMO: -7.5702 eV
* calculated total energy: -8899.721 eV
* HOMO-LUMO gap: 8.67 eV
* M: 101.149 g/mol

Atoms and positions in Å:
C1 -0.603 2.351 -0.145
O1 -0.181 1.961 -1.454
C2 0.100 1.420 0.844
C3 -0.424 -0.022 0.800
C4 0.267 -0.904 -0.203
C5 0.111 -2.231 -0.239
N1 1.085 -3.126 -0.643
H1 -0.310 3.387 0.048
H2 -1.686 2.227 -0.062
H3 -0.875 2.156 -2.087
H4 -0.113 1.812 1.836
H5 1.159 1.516 0.607
H6 -0.262 -0.381 1.822
H7 -1.506 -0.051 0.687
H8 1.066 -0.489 -0.807
H9 -0.787 -2.662 0.202
H10 2.027 -2.856 -0.431
H11 0.931 -4.108 -0.773

***

[2]
Entry from OMol25: a cluster of 2 separate species, C5H16NO in total at a distorted geometry (ωB97M-V with the def2-TZVPD basis set).

* E_HOMO: -14.8342 eV
* calculated total energy: -8974.458 eV
* charge: +1
* HOMO-LUMO gap: 11.45 eV
* M: 106.189 g/mol

Atoms and positions in Å:
C1 -0.621 -1.471 -0.526
C2 0.447 -0.952 0.440
C3 1.118 0.469 0.287
C4 2.192 0.481 -0.833
C5 1.911 0.702 1.596
N1 -1.427 -0.256 -1.084
H1 -0.322 -2.167 -1.376
H2 -1.417 -2.004 0.017
H3 0.155 -1.063 1.489
H4 1.209 -1.564 0.368
H5 0.249 1.215 0.123
H6 2.718 1.409 -0.841
H7 2.843 -0.387 -0.735
H8 1.762 0.017 -1.731
H9 1.277 0.873 2.404
H10 2.547 1.653 1.500
H11 2.718 -0.129 1.628
H12 -0.763 0.464 -1.378
H13 -1.910 0.046 -0.229
H14 -2.164 -0.652 -1.727
H15 -3.659 1.734 0.275
H16 -4.754 0.642 0.489
O1 -4.110 0.940 -0.156

***

[3]
Entry from OMol25: a cluster of 2 separate species, C3H4ClF in total at a distorted geometry (ωB97M-V with the def2-TZVPD basis set).

* E_HOMO: -10.0762 eV
* calculated total energy: -18411.497 eV
* HOMO-LUMO gap: 9.55 eV
* M: 94.516 g/mol

Atoms and positions in Å:
C1 -1.738 0.461 -0.188
C2 -1.001 -0.637 0.047
C3 2.422 0.347 0.660
F1 2.385 1.364 -0.188
Cl1 3.187 -0.870 -0.176
H1 -1.533 1.161 -0.852
H2 -2.573 0.546 0.450
H3 -1.128 -1.510 0.640
H4 -0.022 -0.861 -0.393

***

[4]
Entry from OMol25: a structure of composition C19H25ClF3N2O4PS at a distorted geometry (ωB97M-V with the def2-TZVPD basis set).

* E_HOMO: -9.3532 eV
* calculated total energy: -72078.961 eV
* HOMO-LUMO gap: 9.90 eV
* M: 500.907 g/mol

Atoms and positions in Å:
C1 -1.479 -3.903 -0.269
C2 -2.637 -3.643 0.666
O1 -3.155 -4.542 1.277
N1 -3.038 -2.296 0.774
C3 -3.552 -1.762 -0.493
C4 -3.925 -2.026 1.911
C5 -3.380 -0.981 2.923
C6 -2.279 -0.052 2.408
C7 -0.904 -0.706 2.344
N2 0.199 0.301 2.147
P1 0.648 0.745 0.478
O2 0.328 -0.601 -0.374
Cl1 -1.021 1.817 -0.039
S1 1.519 -0.069 3.036
O3 2.629 0.700 2.613
O4 1.157 -0.172 4.401
F1 1.794 -1.550 2.557
H1 -0.778 -3.071 -0.283
H2 -0.991 -4.819 0.059
H3 -1.853 -4.081 -1.279
H4 -4.551 -2.161 -0.703
H5 -2.894 -2.043 -1.313
H6 -3.585 -0.674 -0.455
H7 -4.170 -2.947 2.433
H8 -4.870 -1.638 1.520
H9 -4.229 -0.344 3.182
H10 -3.073 -1.477 3.847
H11 -2.189 0.785 3.107
H12 -2.579 0.383 1.459
H13 -0.737 -1.170 3.318
H14 -0.839 -1.495 1.600
H15 1.074 -1.217 -0.270
F2 3.192 -1.000 -0.106
C8 4.492 -1.354 -0.288
C9 5.096 -2.152 0.658
C10 6.423 -2.509 0.463
C11 7.112 -2.062 -0.656
C12 6.474 -1.255 -1.589
C13 5.146 -0.894 -1.411
H16 4.540 -2.480 1.526
H17 6.918 -3.138 1.190
H18 8.147 -2.341 -0.800
H19 7.011 -0.902 -2.459
H20 4.625 -0.270 -2.124
F3 -2.721 3.278 -2.264
C14 -2.014 4.355 -2.673
C15 -2.687 5.397 -3.277
C16 -1.959 6.501 -3.697
C17 -0.584 6.546 -3.514
C18 0.067 5.483 -2.905
C19 -0.648 4.375 -2.474
H21 -3.758 5.337 -3.414
H22 -2.471 7.330 -4.168
H23 -0.022 7.409 -3.846
H24 1.139 5.513 -2.763
H25 -0.159 3.539 -1.993

***

[5]
Entry from OMol25: a structure of composition C4H6EuO7 at a distorted geometry (ωB97M-V with the def2-TZVPD basis set).

* E_HOMO (spin up / spin down): -2.1486 / -2.1487 eV
* 2S+1: 9
* calculated total energy: -37905.328 eV
* charge: -1
* HOMO-LUMO gap (spin up / spin down): 3.42 / 3.33 eV
* M: 318.049 g/mol

Atoms and positions in Å:
O1 -3.721 1.528 -0.940
C1 -2.902 1.314 -0.007
O2 -3.168 1.637 1.183
O3 -1.767 0.700 -0.321
O4 1.041 -0.174 -0.625
C2 1.962 -1.014 -1.096
O5 1.927 -2.220 -0.968
O6 2.619 -0.397 -2.080
C3 0.074 -0.718 0.272
C4 -0.862 0.366 0.735
Eu1 -5.714 2.739 0.578
H1 3.270 -1.005 -2.456
H2 0.591 -1.136 1.148
H3 -0.481 -1.522 -0.229
H4 -0.309 1.266 1.038
H5 -1.424 -0.007 1.598
O7 4.183 -0.269 1.100
H6 4.682 -1.088 1.068

***

[6]
Entry from OMol25: a structure of composition C19H40BaOP2 at a distorted geometry (ωB97M-V with the def2-TZVPD basis set).

* E_HOMO: -5.3218 eV
* calculated total energy: -41667.270 eV
* HOMO-LUMO gap: 4.95 eV
* M: 483.804 g/mol

Atoms and positions in Å:
P1 0.239 -1.725 -2.086
P2 0.186 2.011 -2.156
C1 -0.181 -0.546 -3.445
C2 0.521 0.814 -3.548
H1 -1.275 -0.425 -3.517
H2 0.084 -1.130 -4.331
H3 1.599 0.720 -3.776
H4 0.072 1.322 -4.408
C3 -1.517 2.514 -2.661
H5 -1.932 3.153 -1.867
H6 -2.209 1.670 -2.805
H7 -1.501 3.101 -3.595
C4 1.108 3.560 -2.475
H8 0.795 4.109 -3.375
H9 2.194 3.373 -2.514
H10 0.916 4.194 -1.595
C5 -0.810 -3.178 -2.514
H11 -0.736 -3.878 -1.667
H12 -0.470 -3.687 -3.428
H13 -1.864 -2.883 -2.628
C6 1.891 -2.343 -2.512
H14 2.615 -1.523 -2.489
H15 1.922 -2.832 -3.490
H16 2.171 -3.077 -1.745
Ba1 -1.216 0.263 0.093
C7 0.448 1.718 -6.498
C8 -0.893 1.749 -6.324
C9 -1.842 1.019 -7.218
C10 -1.409 -0.429 -7.578
C11 -0.720 -1.199 -6.493
C12 0.626 -1.275 -6.393
C13 1.569 -0.504 -7.264
C14 1.145 0.953 -7.590
C15 -0.206 -1.908 1.735
H17 1.123 2.356 -5.905
H18 -1.366 2.423 -5.602
H19 -1.971 1.572 -8.166
H20 -2.833 0.985 -6.745
H21 -2.316 -0.981 -7.850
H22 -0.801 -0.407 -8.494
H23 -1.386 -1.793 -5.848
H24 1.122 -2.015 -5.749
H25 1.703 -1.034 -8.227
H26 2.563 -0.485 -6.789
H27 2.067 1.502 -7.815
H28 0.568 0.967 -8.524
H29 0.521 -1.441 2.447
H30 0.279 -2.660 1.081
H31 -1.037 -2.364 2.310
C16 1.220 1.748 3.723
C17 -0.260 1.777 3.355
C18 -1.054 0.888 4.308
C19 -0.702 3.217 3.596
O1 -0.482 1.429 2.001
H32 1.373 2.024 4.778
H33 1.762 2.472 3.103
H34 1.657 0.756 3.577
H35 -0.852 1.177 5.351
H36 -2.127 1.009 4.127
H37 -0.790 -0.166 4.186
H38 -0.138 3.913 2.967
H39 -1.763 3.355 3.370
H40 -0.538 3.495 4.649